Entry from the Open Molecules 2025 dataset: a structure of composition C18H25N3O3S in a non-equilibrium geometry (ωB97M-V with the def2-TZVPD basis set).

HOMO-LUMO gap in eV: 8.615
Multiplicity: 1
E in eV: -40503.9442

Geometry as XYZ:
```
50
Properties=species:S:1:pos:R:3:mulliken_charge:R:1
C 4.1086 2.3993 -2.9376 -1.68
C 2.8210 2.3916 -3.8630 0.53
C 2.0989 3.6279 -3.6227 -1.31
H 1.8065 3.8138 -2.7265 0.48
H 1.2207 3.6804 -4.5951 0.21
H 2.8271 4.6705 -4.0668 0.28
H 3.2548 2.5349 -5.0137 0.28
S 1.8897 0.8777 -3.7311 -0.23
C 1.4512 1.0675 -2.0799 0.58
N 1.5890 2.0779 -1.2018 -0.14
N 1.2154 1.6778 0.1267 -0.74
C 0.6349 0.4937 -0.2251 0.31
O 0.5408 0.1135 -1.6774 -0.37
C -0.1595 -0.2933 0.8874 0.00
N -1.4908 -0.7507 0.2763 -0.23
C -2.4948 -0.6899 1.2445 0.41
O -2.5546 -0.5125 2.3296 -0.47
O -3.6061 -1.1814 0.5589 -0.44
C -4.8703 -1.6689 1.3789 1.24
C -5.3188 -0.1649 2.0239 -2.01
H -4.6181 0.0042 2.6515 0.62
H -6.1964 -0.3038 2.4904 0.60
H -5.3924 0.5394 1.3147 0.46
C -5.7436 -1.8472 0.2857 -1.82
H -5.8064 -1.4911 -0.5400 0.78
H -5.4713 -2.9332 -0.2557 0.27
H -6.8747 -2.1688 0.4773 0.28
C -4.5825 -2.7443 2.4453 -1.17
H -3.9013 -2.1790 3.0780 0.34
H -5.6417 -2.8253 2.8044 0.35
H -4.1857 -3.6251 1.9067 0.32
H -1.6041 -1.0616 -0.6851 0.28
H -0.2923 0.2720 1.7767 0.76
C 0.6762 -1.4927 0.9024 -1.01
C 2.1422 -1.0464 1.1048 1.05
C 2.6354 -0.5247 2.5314 -1.38
C 3.8625 -0.1429 2.3789 -0.19
C 4.7220 0.1273 1.5237 -0.54
C 4.3633 -0.7108 0.2493 -0.32
C 3.1914 -1.1335 0.2098 -0.33
H 2.5953 -1.5466 -0.7584 0.08
H 5.1365 -0.5832 -0.5036 0.41
H 5.8038 0.3661 1.4029 0.36
H 4.1498 0.5876 3.2421 0.10
H 2.0155 -0.4211 3.1376 0.97
H 0.2041 -2.0817 1.9223 0.28
H 0.4853 -2.1458 0.1315 0.36
H 4.4793 1.4337 -3.1746 0.40
H 4.8942 3.0108 -3.1981 0.52
H 3.9902 2.5030 -1.9375 0.46
```